DFT (wB97M-V/def2-TZVPD) results for an isolated molecule of C4H7NOS2 at a distorted geometry.

```
15
C4H7NOS2 (wB97M-V/def2-TZVPD)
C 1.46447 -1.22823 -0.79707
C 1.08948 -0.25754 -1.91464
C -0.20368 1.24194 0.09345
C -2.17262 0.40417 1.76849
N 1.55241 -0.74426 0.43626
O 1.92229 -2.31294 -1.22091
S 0.88886 1.43927 -1.15349
S -1.50035 0.09945 0.02110
H 1.95785 -0.26003 -2.46668
H 0.29200 -0.42981 -2.58069
H -0.26919 1.93942 0.79828
H -1.72191 -0.35250 2.26101
H -3.27897 0.27662 1.59093
H -1.87089 1.49309 1.96394
H 1.85026 -1.30864 1.20003
```

Computed properties:
- Gap between HOMO and LUMO (alpha / beta): 6.17 / 6.17 eV

DFT (wB97M-V/def2-TZVPD) results for a cluster of 2 separate species, C2H3NO3 in total at a distorted geometry.

```
9
C2H3NO3 (wB97M-V/def2-TZVPD)
C -0.71674 1.10347 -0.26867
C 0.31811 0.11493 -0.35011
N -1.60446 1.84052 -0.30634
O 1.57709 0.25655 0.28371
O 0.27671 -0.61608 -1.41797
O -0.46377 -0.77941 1.22862
H 1.47478 0.90820 0.97684
H 0.38194 -1.57278 -1.28527
H -1.24365 -1.25540 1.13918
```

Computed properties:
- Gap between HOMO and LUMO (alpha / beta): 10.01 / 10.01 eV

DFT (wB97M-V/def2-TZVPD) results for an isolated molecule of C4H7NO2.

```
14
C4H7NO2 (wB97M-V/def2-TZVPD)
C 0.92580 -2.09767 0.48863
C 0.42577 -0.96093 0.00392
N -0.43974 -0.83991 -1.09295
O 0.74359 0.23158 0.59797
C -0.30257 1.15710 0.84149
C -0.50791 2.13931 -0.29677
O -1.42397 2.92326 -0.32184
H 1.47961 -2.09503 1.41954
H 0.80848 -3.03593 -0.04389
H -0.66489 -1.74190 -1.49835
H -0.07999 -0.21400 -1.80787
H -1.25795 0.67713 1.08282
H 0.01669 1.73864 1.71515
H 0.27708 2.11834 -1.08785
```

Computed properties:
- Gap between HOMO and LUMO: 9.66 eV
- SMILES: C=C(N)OCC=O

DFT (wB97M-V/def2-TZVPD) results for the ion C2H7N3P with charge +1 at a distorted geometry.

```
13
C2H7N3P (wB97M-V/def2-TZVPD)
C -0.31102 -0.02998 -0.45857
C 0.33656 0.47708 0.82656
N 0.61954 -0.60108 1.67473
N -0.53645 -1.31978 -0.33797
N -0.75033 0.75671 -1.40682
P 0.51783 -2.07844 0.83961
H 1.08084 1.24321 0.64374
H -0.35892 1.20879 1.25011
H 1.15208 -0.43407 2.54728
H -1.15083 -1.92671 -1.00776
H -0.74228 1.80109 -1.28317
H -1.07057 0.54622 -2.36339
H 1.66073 -1.81132 -0.13320
```

Computed properties:
- Spin multiplicity: 3
- ⟨S²⟩: 2.0138
- Gap between HOMO and LUMO (alpha / beta): 5.73 / 6.27 eV
- Charge: +1